<a>
Below is 2 unconnected molecules or ions with the total composition C4H10N2O2, with properties calculated with ωB97M-V/def2-TZVPD.

```
18
Properties=species:S:1:pos:R:3:mulliken_charge:R:1
C -0.435 2.253 -0.599 -1.07
C 0.263 1.146 -1.330 -0.06
C -0.372 0.059 -1.737 -0.19
O 0.258 -0.955 -2.403 -0.50
H -0.400 3.181 -1.175 0.34
H -1.478 2.011 -0.440 0.29
H 0.072 2.505 0.336 0.27
H 1.292 1.285 -1.641 0.33
H -1.415 -0.098 -1.482 0.24
H -0.411 -1.543 -2.767 0.35
N 0.082 -0.284 2.331 -0.58
C -0.092 -1.520 1.711 0.65
N 1.062 -2.044 1.205 -0.37
O -1.160 -2.091 1.670 -0.62
H 0.623 0.390 1.805 0.25
H -0.819 0.113 2.552 0.27
H 0.992 -2.799 0.547 0.21
H 1.938 -1.609 1.417 0.20
```

Calculated values
total charge: 0
SMILES: C/C=C/O.NC(N)=O
frontier orbital gap: 9.60 eV


<b>
Below is 2 unconnected molecules or ions with the total composition C4H10N2O2, with properties calculated with ωB97M-V/def2-TZVPD.

```
18
Properties=species:S:1:pos:R:3:mulliken_charge:R:1
C -3.034 0.304 1.280 -0.91
C -1.600 0.380 0.811 0.55
N -0.721 1.060 1.617 -0.35
O -1.158 -0.339 -0.068 -0.56
H -3.160 -0.643 1.791 0.25
H -3.667 0.259 0.396 0.27
H -3.241 1.129 1.957 0.32
H 0.254 0.833 1.501 0.22
H -0.937 1.924 2.080 0.20
C 1.628 0.103 -2.129 -0.90
C 2.398 -0.408 -0.929 0.68
N 1.926 -1.550 -0.359 -0.37
O 3.468 0.065 -0.588 -0.64
H 1.310 -0.679 -2.802 0.33
H 2.290 0.779 -2.634 0.31
H 0.789 0.684 -1.753 0.19
H 2.410 -1.943 0.430 0.22
H 1.042 -1.958 -0.600 0.20
```

Calculated values
total charge: 0
SMILES: CC(N)=O.CC(N)=O
frontier orbital gap: 10.20 eV


<b> (0.873 eV below the next structure)


<a>
Below is C4H10N2O2 in the gas phase, with properties calculated with ωB97M-V/def2-TZVPD.

```
18
Properties=species:S:1:pos:R:3:mulliken_charge:R:1
H -1.668 -0.804 0.838 0.33
N -1.301 -1.670 1.207 -0.75
C -0.085 -1.975 0.638 0.03
N 0.373 -1.385 -0.348 -0.30
O -0.402 -0.338 -0.986 -0.27
C 0.165 0.923 -0.621 0.51
C -0.589 1.850 -1.670 -1.32
O 0.127 1.312 0.654 -0.35
C 1.290 0.813 1.369 -0.47
H 0.891 -2.746 0.951 0.26
H 1.107 -1.947 -1.154 0.33
H 1.207 1.042 -0.759 0.32
H -1.725 2.032 -1.511 0.29
H -0.206 3.048 -1.820 0.29
H -0.284 1.492 -2.633 0.39
H 1.189 -0.462 1.358 0.14
H 1.390 1.346 2.379 0.25
H 2.112 0.932 0.702 0.33
```

Calculated values
total charge: 0
SMILES: [H]/N=C\NO[C@@H](C)OC
frontier orbital gap: 9.07 eV


<b>
Below is 2 unconnected molecules or ions with the total composition C4H10N2O2, with properties calculated with ωB97M-V/def2-TZVPD.

```
18
Properties=species:S:1:pos:R:3:mulliken_charge:R:1
C -0.581 0.939 -0.810 0.15
C 1.484 -1.784 -0.147 -0.97
C 1.080 1.047 0.949 -1.14
C 0.125 -1.166 0.176 -0.48
N -2.890 1.638 0.455 -0.28
N 0.308 0.291 -0.024 0.16
O -1.461 0.390 -1.514 -0.65
O -3.488 1.127 -0.469 -0.24
H -0.483 2.098 -0.781 0.27
H 2.352 -1.169 0.025 0.30
H 1.584 -2.645 0.625 0.26
H 1.630 -2.174 -1.206 0.29
H 0.653 0.845 1.834 0.43
H 2.082 0.782 0.778 0.31
H 0.957 2.008 0.763 0.43
H -0.543 -1.695 -0.514 0.24
H -0.168 -1.461 1.103 0.48
H -2.641 0.929 -1.242 0.44
```

Calculated values
total charge: 0
frontier orbital gap (alpha / beta): 7.85 / 7.78 eV


<c>
Below is C4H10N2O2 in the gas phase, with properties calculated with ωB97M-V/def2-TZVPD.

```
18
Properties=species:S:1:pos:R:3:mulliken_charge:R:1
C -1.780 -0.362 -1.074 -1.27
C -0.584 -0.757 -0.283 0.56
N -0.718 -1.697 0.917 -0.72
C -0.235 0.503 0.600 0.13
O -1.024 0.738 1.573 -0.65
N 0.800 1.470 0.474 -0.14
C 1.806 1.065 -0.371 -0.38
O 2.768 0.176 0.297 -0.55
H -1.712 0.689 -1.365 0.32
H -1.990 -0.835 -1.969 0.41
H -2.787 -0.598 -0.585 0.26
H 0.231 -1.073 -1.087 0.32
H -0.989 -2.674 0.758 0.23
H -1.546 -1.356 1.535 0.27
H 0.976 2.150 1.235 0.29
H 1.597 0.755 -1.370 0.33
H 2.453 1.971 -0.420 0.29
H 2.735 -0.166 1.134 0.30
```

Calculated values
total charge: 0
SMILES: C[C@H](N)C(=O)NCO
frontier orbital gap: 10.37 eV


<d>
Below is a molecular structure, C4H10N2O2, with properties calculated with ωB97M-V/def2-TZVPD.

```
18
Properties=species:S:1:pos:R:3:mulliken_charge:R:1
O -0.042 1.610 0.645 -0.75
C 0.986 0.908 0.945 0.79
O 1.095 -0.301 0.779 -0.60
C 2.117 1.683 1.581 -1.08
H 2.946 1.014 1.761 0.30
H 2.417 2.499 0.936 0.30
H 1.756 2.097 2.519 0.27
C -1.396 -0.987 -0.373 -0.25
C -0.827 -1.370 -1.499 -0.22
N 0.040 -2.464 -1.620 -0.65
N -1.937 0.354 -0.260 -0.31
H -1.378 -1.554 0.546 0.29
H -1.042 -0.848 -2.422 0.27
H 0.840 -2.153 -2.163 0.27
H 0.424 -2.655 -0.699 0.33
H -1.057 1.012 0.186 0.37
H -2.769 0.411 0.325 0.33
H -2.173 0.742 -1.187 0.33
```

Calculated values
total charge: 0
frontier orbital gap: 8.99 eV


<d> (1.602 eV below the next structure)


<a>
Below is C4H10N2O2 in the gas phase, with properties calculated with ωB97M-V/def2-TZVPD.

```
18
Properties=species:S:1:pos:R:3:mulliken_charge:R:1
C 0.542 -2.187 -1.005 -0.90
N 0.487 -0.876 -0.362 -0.22
C -0.769 -0.577 0.577 -0.10
O -0.651 -0.845 1.800 -0.80
H 1.303 -0.757 0.235 0.25
H -1.641 -0.952 0.004 0.36
H -0.313 -2.299 -1.674 0.29
H 0.526 -3.000 -0.271 0.31
H 1.451 -2.270 -1.605 0.33
N -0.153 1.774 1.393 -0.75
C 0.147 1.130 -0.875 -0.40
C -0.773 1.121 0.257 0.44
O 1.293 1.745 -0.719 -0.52
H 1.266 2.008 0.253 0.47
H -0.689 2.560 1.735 0.21
H -0.075 1.068 2.135 0.24
H -0.158 0.944 -1.895 0.42
H -1.792 1.414 0.017 0.38
```

Calculated values
total charge: 0
frontier orbital gap: 8.91 eV


<b>
Below is 2 unconnected molecules or ions with the total composition C4H10N2O2, with properties calculated with ωB97M-V/def2-TZVPD.

```
18
Properties=species:S:1:pos:R:3:mulliken_charge:R:1
C -0.019 1.771 -0.610 -1.68
C 0.156 0.418 0.053 1.10
N 0.082 0.475 1.481 -0.81
C 1.250 -0.360 -0.398 -0.46
N 1.984 -1.114 0.417 -0.34
H -1.031 2.131 -0.405 0.39
H 0.100 1.693 -1.694 0.39
H 0.702 2.509 -0.249 0.41
H -0.196 -0.449 1.812 0.25
H -0.600 1.165 1.780 0.28
H 1.437 -0.480 -1.460 0.34
H 2.763 -1.634 0.033 0.25
H 1.966 -0.794 1.386 0.26
O -0.878 -2.042 -0.755 -0.70
C -1.335 -0.861 -0.685 0.12
O -2.413 -0.660 0.181 -0.45
H -1.561 -0.304 -1.617 0.33
H -2.407 -1.464 0.730 0.34
```

Calculated values
total charge: 0
SMILES: C/C(N)=C/N.O=CO
frontier orbital gap: 8.08 eV


<c>
Below is 2 unconnected molecules or ions with the total composition C4H10N2O2, with properties calculated with ωB97M-V/def2-TZVPD.

```
18
Properties=species:S:1:pos:R:3:mulliken_charge:R:1
C -0.927 -0.510 -1.461 -1.49
C -1.095 -0.038 -0.028 1.39
C -1.610 -1.100 0.922 -1.30
O -1.486 1.160 0.155 -0.69
H -0.369 0.241 -2.027 0.33
H -1.909 -0.623 -1.922 0.39
H -0.399 -1.468 -1.501 0.34
H -1.523 -0.732 1.947 0.31
H -2.661 -1.310 0.713 0.38
H -1.031 -2.021 0.815 0.31
N 2.117 -0.158 -0.079 -0.75
N 1.081 0.258 0.734 -0.27
C 1.030 1.559 0.917 0.20
O 1.773 2.369 0.171 -0.45
H 1.730 -0.482 -0.967 0.21
H 2.550 -0.986 0.336 0.28
H 0.407 2.066 1.655 0.36
H 2.323 1.776 -0.378 0.44
```

Calculated values
total charge: 0
SMILES: CC(C)=O.N/N=C\O
frontier orbital gap: 9.82 eV


<d>
Below is C4H10N2O2 in the gas phase, with properties calculated with ωB97M-V/def2-TZVPD.

```
18
Properties=species:S:1:pos:R:3:mulliken_charge:R:1
C 1.013 0.650 2.552 -0.94
C 0.518 -0.179 1.637 0.31
O -0.096 -1.334 2.029 -0.53
N 0.768 0.058 0.093 -0.45
C -0.374 -0.054 -0.688 0.83
C 0.362 0.227 -2.252 -1.17
N -1.420 0.872 -0.532 -0.67
O -0.895 -1.341 -0.679 -0.63
H 1.535 1.554 2.264 0.28
H 0.958 0.416 3.611 0.29
H -0.423 -1.754 1.214 0.40
H 1.422 -0.677 -0.163 0.31
H 1.182 -0.466 -2.456 0.35
H -0.422 0.031 -2.988 0.32
H 0.700 1.262 -2.322 0.34
H -1.055 1.634 0.035 0.30
H -2.177 0.448 -0.008 0.26
H -1.597 -1.347 -1.349 0.37
```

Calculated values
total charge: 0
SMILES: C=C(O)N[C@](C)(N)O
frontier orbital gap: 9.64 eV


<d> (0.306 eV below the next structure)


<a>
Below is 2 unconnected molecules or ions with the total composition C4H10N2O2, with properties calculated with ωB97M-V/def2-TZVPD.

```
18
Properties=species:S:1:pos:R:3:mulliken_charge:R:1
C -0.941 -1.510 -0.200 -1.26
C -1.153 -0.951 -1.615 0.78
N -0.608 -1.736 -2.726 -0.46
O -1.863 0.007 -1.916 -0.58
H 0.052 -1.434 0.159 0.36
H -0.971 -2.546 -0.300 0.45
H -1.672 -1.135 0.486 0.27
H -0.843 -1.438 -3.583 0.22
H 0.337 -2.106 -2.593 0.21
C 0.838 1.258 0.202 -0.82
C 0.424 1.201 1.719 0.62
N 1.337 1.764 2.663 -0.39
O -0.561 0.673 2.204 -0.58
H 0.062 1.647 -0.408 0.27
H 1.078 0.187 -0.139 0.13
H 1.544 2.018 0.070 0.40
H 0.869 1.836 3.544 0.24
H 2.072 2.263 2.433 0.16
```

Calculated values
total charge: 0
SMILES: CC(N)=O.CC(N)=O
frontier orbital gap: 10.53 eV


<b>
Below is 2 unconnected molecules or ions with the total composition C4H10N2O2, with properties calculated with ωB97M-V/def2-TZVPD.

```
18
Properties=species:S:1:pos:R:3:mulliken_charge:R:1
C 1.869 -0.548 -0.925 -1.26
C 1.168 -0.448 1.511 -1.43
C -2.382 1.373 -0.526 -0.63
C 1.038 0.193 0.120 0.49
N -0.973 -1.746 -0.375 0.23
N -0.322 0.170 -0.396 -0.40
O -1.974 -1.717 0.183 -0.21
O -1.262 0.937 0.287 -0.16
H 1.267 -1.000 -1.655 0.42
H 2.674 0.088 -1.499 0.26
H 2.323 -1.512 -0.553 0.30
H 2.142 -0.389 1.968 0.41
H 0.790 -1.494 1.648 0.30
H 0.479 0.144 2.197 0.33
H -3.155 1.905 0.180 0.21
H -2.667 0.623 -1.145 0.34
H -2.163 2.167 -1.258 0.27
H 1.148 1.255 0.238 0.52
```

Calculated values
total charge: 0
frontier orbital gap (alpha / beta): 8.44 / 7.71 eV


<a> (6.156 eV below the next structure)


<a>
Below is a molecular structure, C15H20N2, with properties calculated with ωB97M-V/def2-TZVPD.

```
37
Properties=species:S:1:pos:R:3:mulliken_charge:R:1
C 5.025 0.454 -0.686 -0.93
C 4.052 -0.565 -0.112 -1.15
C 2.469 -0.340 -0.056 0.30
C 1.791 -1.046 1.123 -0.96
C -0.192 -1.233 -0.321 -1.21
C -1.696 -1.083 -0.119 0.47
C -2.511 -2.173 -0.314 -0.86
C -4.044 -2.049 -0.322 -0.83
C -4.602 -0.790 -0.193 -0.91
C -3.768 0.292 -0.018 1.65
C -4.467 1.497 0.125 -0.67
C -3.854 2.767 -0.005 -0.65
C -2.397 2.676 0.124 -0.39
C -1.737 1.527 0.157 -0.36
C -2.417 0.203 0.078 0.19
H 5.890 2.595 -0.287 0.27
H 4.548 1.567 1.059 0.27
H 4.914 0.446 -1.677 0.43
H 6.035 0.194 -0.603 0.42
H 4.338 -1.616 -0.371 0.48
H 4.448 -0.702 0.914 0.40
H 2.350 0.659 0.313 0.15
H 1.843 -0.651 -0.964 0.28
H 1.721 -2.179 0.714 0.24
H 2.165 -0.965 2.084 0.46
H -0.055 -1.386 1.637 0.26
H -0.020 -2.179 -0.699 0.66
H -0.105 -0.446 -1.056 0.49
H -2.074 -3.101 -0.572 0.42
H -4.775 -2.794 -0.422 0.42
H -5.615 -0.816 -0.183 0.42
H -5.596 1.380 0.061 0.25
H -4.373 3.705 -0.016 0.41
H -1.801 3.595 -0.211 0.27
H -0.600 1.429 0.019 0.10
N 4.767 1.869 -0.183 -0.61
N 0.346 -0.743 0.984 -0.20
```

Calculated values
total charge: 0
frontier orbital gap: 8.98 eV


<b>
Below is C15H20N2 in the gas phase, with properties calculated with ωB97M-V/def2-TZVPD.

```
37
Properties=species:S:1:pos:R:3:mulliken_charge:R:1
C 0.493 2.504 0.612 -1.09
N 1.091 1.228 1.020 0.27
C 0.780 0.058 0.206 -0.74
C 1.428 0.074 -1.157 -0.57
C 1.208 -1.209 -1.976 -1.02
C -0.042 -1.021 -2.802 0.46
C -1.315 -1.375 -2.304 -0.25
C -2.452 -1.355 -3.146 -0.64
C -2.316 -0.955 -4.487 -0.41
C -1.041 -0.541 -4.963 -0.47
C 0.095 -0.607 -4.129 -0.51
C 1.530 0.976 2.433 -1.16
C 0.485 0.433 3.374 0.32
C -0.903 0.469 3.274 0.04
C -1.499 -0.113 4.487 -0.89
C -0.464 -0.496 5.286 -0.44
N 0.711 -0.097 4.659 -0.10
H 0.502 3.253 1.405 0.36
H -0.531 2.317 0.329 0.36
H 1.027 2.904 -0.240 0.32
H 1.145 -0.865 0.701 0.38
H -0.326 0.013 0.070 0.16
H 1.096 0.939 -1.703 0.46
H 2.534 0.167 -0.980 0.24
H 1.167 -2.077 -1.303 0.45
H 2.035 -1.398 -2.677 0.41
H -1.393 -1.760 -1.300 0.41
H -3.410 -1.649 -2.758 0.39
H -3.164 -0.962 -5.187 0.34
H -0.910 -0.245 -5.997 0.35
H 1.072 -0.407 -4.487 0.38
H 1.881 1.902 2.896 0.48
H 2.375 0.292 2.388 0.32
H -1.421 0.896 2.403 0.41
H -2.538 -0.162 4.735 0.39
H -0.566 -0.985 6.238 0.39
H 1.634 -0.145 5.082 0.20
```

Calculated values
total charge: 0
SMILES: CN(CCCc1ccccc1)Cc1ccc[nH]1
frontier orbital gap: 8.84 eV


<b> (5.028 eV below the next structure)


<a>
Below is a molecular structure, C5H11NO2S, with properties calculated with ωB97M-V/def2-TZVPD.

```
20
Properties=species:S:1:pos:R:3:mulliken_charge:R:1
C -1.207 1.983 0.280 -0.35
C -1.678 1.045 -0.795 -0.45
C -0.616 0.692 0.903 0.02
C -0.269 -2.454 0.488 -1.04
C -1.018 -1.559 -0.192 0.12
N -1.349 -0.200 0.047 -0.04
O 2.705 -1.261 -0.241 -0.48
O 2.975 1.152 -0.668 -0.46
S 3.596 -0.012 0.360 0.16
H -0.470 2.710 -0.056 0.24
H -2.087 2.581 0.743 0.22
H -2.766 1.217 -1.111 0.24
H -1.185 0.967 -1.806 0.25
H 0.413 0.320 0.891 -0.30
H -0.729 0.509 1.999 0.24
H 3.481 1.133 -1.577 0.35
H 0.398 -2.263 1.264 0.43
H -0.350 -3.541 0.320 0.18
H -1.639 -1.878 -0.993 0.36
H 1.795 -1.141 0.143 0.31
```

Calculated values
total charge: 0
frontier orbital gap: 8.57 eV


<b>
Below is 2 unconnected molecules or ions with the total composition C5H11NO2S, with properties calculated with ωB97M-V/def2-TZVPD.

```
20
Properties=species:S:1:pos:R:3:mulliken_charge:R:1
C -0.728 -1.529 0.070 0.17
C -1.760 -2.159 -0.800 -1.01
C 0.935 2.030 0.657 -0.97
C 1.087 0.701 -1.444 -0.29
C 1.245 0.848 -0.142 -0.39
N -0.777 -0.333 0.476 -0.22
O -1.781 1.597 -0.762 -0.43
O -2.310 1.203 1.697 -0.53
S -2.303 0.538 0.413 0.45
H 0.251 -2.035 0.209 0.38
H -2.550 -1.448 -0.798 0.34
H -2.049 -3.213 -0.175 0.25
H -1.470 -2.499 -1.757 0.30
H 0.555 1.662 1.624 0.24
H 2.009 2.412 0.887 0.32
H 0.329 2.626 -0.114 0.32
H 1.483 -0.164 -2.056 0.31
H 0.439 1.533 -1.896 0.05
H -1.165 2.246 -0.380 0.27
H 1.693 0.037 0.302 0.44
```

Calculated values
total charge: 0
frontier orbital gap: 9.57 eV


<b> (0.080 eV below the next structure)